(1)
{
  "formula": "C31H38Cl2N8O2PdS",
  "method": "the ωB97M-V functional and the def2-TZVPD basis",
  "s_squared": 2.011,
  "relative_energy_ev": 1.182,
  "multiplicity": 3,
  "lumo_ev": [0.47, -1.19],
  "total_charge": 0,
  "total_energy_ha": -3239.056952,
  "symbols": ["Pd", "C", "N", "C", "C", "N", "C", "C", "C", "C", "C", "C", "C", "C", "C", "N", "C", "N", "C", "C", "N", "C", "C", "C", "N", "C", "C", "H", "H", "H", "H", "H", "H", "H", "H", "H", "H", "H", "H", "H", "H", "H", "H", "H", "H", "H", "H", "H", "H", "H", "H", "H", "H", "H", "H", "H", "H", "Cl", "C", "C", "C", "C", "C", "Cl", "C", "S", "H", "H", "H", "C", "N", "C", "C", "C", "O", "N", "C", "O", "H", "H", "H", "H", "H"],
  "coordinates": [[0.422, 1.213, -0.696], [0.554, -4.200, -2.634], [-0.191, -3.219, -1.855], [-1.624, -3.452, -1.863], [0.382, -2.006, -1.532], [-0.208, -0.865, -1.471], [-1.481, -0.555, -2.009], [-1.727, -0.695, -3.349], [-2.936, -0.240, -3.915], [-3.883, 0.340, -3.130], [-3.681, 0.488, -1.733], [-4.674, 1.093, -0.930], [-4.471, 1.250, 0.409], [-3.294, 0.783, 1.012], [-2.310, 0.155, 0.288], [-1.133, -0.297, 0.916], [-1.183, -0.989, 2.008], [-0.052, -1.198, 2.753], [0.056, -2.232, 3.768], [1.102, -0.321, 2.658], [-2.294, -1.691, 2.506], [-3.277, -2.299, 1.632], [-2.814, -1.306, 3.806], [-2.474, 0.021, -1.139], [1.720, -2.103, -1.186], [2.505, -0.883, -1.126], [2.081, -3.074, -0.153], [0.150, -4.258, -3.650], [0.468, -5.191, -2.181], [1.600, -3.925, -2.691], [-2.072, -3.286, -2.845], [-2.122, -2.804, -1.153], [-1.800, -4.489, -1.570], [-0.955, -1.121, -3.979], [-3.094, -0.343, -4.983], [-4.807, 0.710, -3.563], [-5.584, 1.447, -1.400], [-5.221, 1.740, 1.019], [-3.130, 0.948, 2.070], [-0.697, -2.998, 3.619], [-0.046, -1.828, 4.782], [1.045, -2.690, 3.696], [1.002, 0.334, 1.811], [2.017, -0.909, 2.554], [1.204, 0.296, 3.557], [-2.799, -2.625, 0.714], [-4.109, -1.640, 1.378], [-3.678, -3.183, 2.137], [-2.101, -0.670, 4.327], [-3.015, -2.186, 4.425], [-3.751, -0.749, 3.696], [2.407, -0.335, -2.056], [3.553, -1.154, -1.004], [2.236, -0.233, -0.283], [1.394, -3.915, -0.163], [2.046, -2.614, 0.842], [3.092, -3.444, -0.329], [0.912, 1.167, -3.759], [2.541, 1.668, -3.443], [3.568, 1.123, -4.186], [4.875, 1.468, -3.881], [5.140, 2.344, -2.842], [4.098, 2.888, -2.107], [4.492, 3.970, -0.817], [2.753, 2.571, -2.379], [1.410, 3.289, -1.530], [3.349, 0.433, -4.992], [5.695, 1.043, -4.448], [6.158, 2.619, -2.597], [2.800, 4.097, 3.706], [1.686, 3.783, 2.822], [0.538, 4.526, 2.863], [-0.511, 4.289, 2.061], [-0.390, 3.219, 1.088], [-1.237, 2.979, 0.213], [0.737, 2.454, 1.138], [1.811, 2.704, 1.923], [2.843, 2.039, 1.901], [2.435, 4.275, 4.718], [3.343, 4.977, 3.359], [3.476, 3.251, 3.701], [0.534, 5.330, 3.589], [-1.408, 4.889, 2.087]],
  "lowdin_charge": [0.83, -0.05, -0.14, -0.04, -0.35, 0.06, -0.27, -0.09, -0.07, -0.04, -0.15, -0.04, -0.07, -0.06, -0.25, 0.13, -0.34, -0.13, -0.06, -0.06, -0.18, -0.05, -0.07, -0.05, -0.15, -0.06, -0.04, 0.09, 0.09, 0.09, 0.09, 0.07, 0.09, 0.10, 0.11, 0.11, 0.11, 0.11, 0.12, 0.09, 0.09, 0.08, 0.02, 0.09, 0.10, 0.07, 0.08, 0.09, 0.09, 0.09, 0.08, 0.04, 0.11, 0.06, 0.08, 0.08, 0.09, 0.72, -0.70, -0.13, -0.09, -0.12, -0.68, 0.68, -0.71, 0.68, 0.10, 0.10, 0.10, -0.02, -0.05, -0.06, 0.01, -0.56, -0.04, 0.01, -0.55, 0.01, 0.09, 0.09, 0.08, 0.13, 0.11]
}

(2)
{
  "formula": "C3H7NO3",
  "method": "the ωB97M-V functional and the def2-TZVPD basis",
  "relative_energy_ev": 4.575,
  "smiles": "CC(=O)OO.C=N",
  "lumo_ev": 0.95,
  "total_charge": 0,
  "total_energy_ha": -398.869542,
  "symbols": ["C", "C", "N", "C", "O", "O", "O", "H", "H", "H", "H", "H", "H", "H"],
  "coordinates": [[-2.134, 0.837, -0.239], [1.652, -0.213, 1.173], [-1.097, 1.218, 0.345], [0.923, -0.333, -0.124], [0.140, -1.482, -0.128], [-0.289, -1.851, -1.414], [1.158, 0.248, -1.148], [0.049, -1.108, -1.970], [-0.643, 2.074, 0.010], [-2.635, 1.240, -1.135], [-2.647, -0.072, 0.092], [2.299, -1.074, 1.361], [2.268, 0.686, 1.157], [0.955, -0.169, 2.018]],
  "lowdin_charge": [-0.12, 0.01, 0.04, -0.56, -0.05, 0.00, 0.08, 0.09, 0.07, 0.08, 0.07, 0.10, 0.09, 0.09]
}

(3)
{
  "formula": "C37H52N9",
  "method": "the ωB97M-V functional and the def2-TZVPD basis",
  "lumo_ev": -2.63,
  "total_charge": 1,
  "total_energy_ha": -1933.512240,
  "symbols": ["C", "C", "C", "C", "N", "N", "C", "C", "C", "N", "N", "C", "C", "C", "C", "C", "C", "C", "C", "C", "C", "H", "H", "H", "H", "H", "H", "H", "H", "H", "H", "H", "H", "H", "H", "H", "H", "H", "H", "H", "H", "H", "H", "H", "H", "H", "H", "H", "N", "C", "C", "C", "C", "H", "H", "H", "H", "H", "N", "C", "C", "C", "C", "H", "H", "H", "H", "H", "N", "C", "C", "C", "C", "H", "H", "H", "H", "H", "N", "C", "C", "C", "C", "H", "H", "H", "H", "H", "N", "C", "C", "C", "C", "H", "H", "H", "H", "H"],
  "coordinates": [[2.105, 1.613, 5.428], [0.512, 1.695, 5.267], [-0.217, 1.190, 6.602], [0.028, 0.852, 4.026], [-0.623, 1.639, 2.959], [-0.946, 2.933, 3.030], [-1.489, 3.448, 1.933], [-1.908, 4.922, 1.755], [-0.668, 5.923, 2.016], [0.630, 5.218, 2.141], [-1.552, 2.341, 1.046], [-1.025, 1.224, 1.703], [-0.884, -0.274, 1.166], [-1.424, -0.465, -0.299], [-1.154, -1.903, -0.905], [-0.009, -1.931, -1.970], [0.727, -3.192, -2.175], [1.886, -3.258, -3.169], [2.304, -2.085, -3.947], [1.532, -0.861, -3.765], [0.408, -0.804, -2.798], [2.429, 0.780, 6.098], [2.548, 1.573, 4.400], [2.421, 2.604, 5.863], [0.280, 2.787, 5.204], [-1.137, 1.837, 6.699], [0.414, 1.422, 7.495], [-0.526, 0.119, 6.525], [-0.679, 0.038, 4.350], [0.939, 0.331, 3.613], [-2.635, 5.137, 2.591], [-2.436, 5.139, 0.795], [-0.658, 6.638, 1.151], [-0.861, 6.537, 2.933], [1.151, 5.625, 2.926], [1.166, 5.478, 1.309], [-1.921, 2.397, 0.094], [0.176, -0.624, 1.247], [-1.545, -0.885, 1.848], [-2.549, -0.363, -0.260], [-1.011, 0.361, -0.933], [-0.824, -2.604, -0.082], [-2.091, -2.374, -1.318], [0.496, -4.140, -1.637], [2.470, -4.196, -3.321], [3.163, -2.093, -4.654], [1.780, 0.063, -4.340], [-0.121, 0.177, -2.729], [1.428, 2.976, -1.900], [2.453, 2.166, -2.310], [3.180, 2.849, -3.250], [2.573, 4.123, -3.411], [1.498, 4.174, -2.564], [0.733, 2.731, -1.217], [2.575, 1.177, -1.898], [4.051, 2.476, -3.766], [2.891, 4.912, -4.074], [0.777, 4.954, -2.377], [-0.294, -5.745, -4.690], [-0.137, -5.166, -5.918], [-0.137, -6.157, -6.864], [-0.314, -7.388, -6.183], [-0.411, -7.102, -4.846], [-0.326, -5.248, -3.816], [-0.039, -4.095, -6.010], [-0.027, -6.014, -7.928], [-0.365, -8.371, -6.623], [-0.551, -7.745, -3.992], [-6.074, 0.601, 0.128], [-7.222, 0.550, -0.613], [-7.050, 1.343, -1.716], [-5.745, 1.890, -1.643], [-5.161, 1.413, -0.495], [-5.923, 0.117, 0.995], [-8.062, -0.044, -0.291], [-7.780, 1.511, -2.492], [-5.285, 2.560, -2.352], [-4.185, 1.580, -0.069], [5.689, 4.641, 2.273], [4.525, 3.947, 2.088], [3.712, 4.193, 3.166], [4.412, 5.075, 4.030], [5.626, 5.334, 3.451], [6.470, 4.642, 1.640], [4.376, 3.339, 1.210], [2.723, 3.787, 3.316], [4.064, 5.474, 4.971], [6.450, 5.950, 3.774], [0.758, -7.758, -0.272], [-0.114, -8.390, 0.573], [-1.388, -8.130, 0.138], [-1.282, -7.315, -1.018], [0.054, -7.105, -1.247], [1.760, -7.772, -0.190], [0.247, -8.967, 1.409], [-2.296, -8.488, 0.597], [-2.093, -6.927, -1.615], [0.564, -6.547, -2.018]],
  "lowdin_charge": [-0.07, -0.36, -0.07, -0.08, -0.02, 0.14, -0.22, -0.08, -0.23, -0.01, 0.20, -0.10, -0.08, -0.20, -0.14, -0.20, -0.03, -0.06, -0.08, -0.08, -0.05, 0.09, 0.06, 0.09, 0.12, 0.08, 0.08, 0.08, 0.13, 0.14, 0.12, 0.12, 0.11, 0.12, 0.07, 0.07, 0.16, 0.13, 0.14, 0.11, 0.08, 0.12, 0.13, 0.08, 0.10, 0.10, 0.10, 0.09, 0.00, -0.16, -0.10, -0.10, -0.15, 0.12, 0.10, 0.10, 0.10, 0.10, 0.01, -0.15, -0.11, -0.11, -0.14, 0.10, 0.10, 0.09, 0.09, 0.09, 0.00, -0.13, -0.10, -0.11, -0.16, 0.14, 0.11, 0.10, 0.09, 0.07, 0.01, -0.14, -0.14, -0.11, -0.13, 0.15, 0.10, 0.06, 0.09, 0.11, 0.01, -0.13, -0.11, -0.11, -0.17, 0.15, 0.11, 0.09, 0.09, 0.09]
}